Entry 1:
ORCA calculation (wB97M-V/def2-TZVPD) on a 5-piece molecular cluster, C2H14O4S overall at a distorted geometry.

```
21
Properties=species:S:1:pos:R:3:forces:R:3:nbo_charge:R:1
C 1.275486 0.410949 -2.558202 -0.09 0.41 1.73 -0.852
S -0.044449 -0.568164 -3.225149 0.21 0.59 -0.42 0.898
C -0.837571 0.769043 -4.168986 0.91 -0.10 0.78 -0.766
H 0.826715 0.705320 -1.564908 0.30 -0.43 -0.36 0.306
H 2.241628 -0.061459 -2.303118 -0.72 -0.28 -0.47 0.307
H 1.400889 1.379720 -3.024966 0.10 -0.10 -0.67 0.268
H -0.666840 1.642755 -3.541211 -0.37 0.17 -0.02 0.260
H -1.893106 0.606246 -4.355126 0.13 -0.27 -0.27 0.287
H -0.164750 0.899624 -5.025526 -0.52 -0.12 -0.28 0.283
H -0.457997 1.481263 3.281615 -0.41 0.04 0.17 0.481
H -0.747179 2.870583 3.709704 -0.14 0.46 0.13 0.464
O -1.180334 2.137528 3.272557 0.49 -0.44 -0.31 -0.957
H 1.999616 1.457965 0.218096 -0.49 0.67 0.38 0.473
H 0.878874 1.070747 1.342608 -0.14 0.76 -0.30 0.500
O 1.710212 0.867900 0.911617 0.62 -1.31 -0.02 -0.966
H 1.220307 0.925375 4.861748 0.41 -0.07 0.22 0.494
H 1.960463 0.392986 3.562650 0.05 0.14 0.40 0.497
O 1.116902 0.647470 3.953154 -0.34 -0.17 -0.69 -0.978
H -2.772032 -5.315403 2.072328 0.00 0.31 0.38 0.466
H -3.341232 -6.396453 1.200505 -0.06 -0.18 -0.11 0.470
O -2.525612 -5.923998 1.380614 0.06 -0.12 -0.28 -0.936
```
Forces are in eV/Å.

The calculation puts the orbital gap (spin up / spin down) at 9.673 / 4.899 eV. Its charge is +1. The multiplicity is 2. As for the total energy: -21317.239 eV. Its energy relative to the best compared isomer or geometry (same formula, charge and spin) is 0.314 eV. The LUMO energy (spin up / spin down) comes out at -3.592 / -8.367 eV. For the HOMO energy (spin up / spin down), the calculation gives -13.27 / -13.27 eV.

---

Entry 2:
ORCA calculation (wB97M-V/def2-TZVPD) on a 6-piece molecular cluster, C2H14O6 overall at a distorted geometry.

```
22
Properties=species:S:1:pos:R:3:forces:R:3:nbo_charge:R:1
C -0.532469 -1.340422 1.342302 -1.58 -0.87 2.53 -0.720
C -1.397417 -0.177190 1.699513 1.50 -0.12 0.68 0.479
O -2.387341 0.076187 1.079845 -1.07 0.79 0.09 -0.581
H -0.722503 -1.742515 0.373371 -0.07 -0.16 -0.68 0.229
H 0.486113 -1.102114 1.545792 0.79 -0.23 0.17 0.248
H -0.959534 -2.083440 2.154661 1.25 0.90 -1.45 0.234
H -1.030422 0.367996 2.656428 -0.89 -0.35 -1.25 0.124
O 0.607487 1.861631 0.508933 0.15 -0.74 -0.19 -1.008
H 1.284306 1.318122 1.002071 -1.10 0.38 -0.90 0.486
H 0.291488 1.369557 -0.298359 0.73 0.54 1.26 0.484
O 2.165328 -0.942119 -1.256125 -0.40 0.52 0.28 -1.000
H 2.631427 -1.130186 -2.081360 -0.35 0.29 0.23 0.487
H 1.436015 -0.278651 -1.407788 0.72 -1.09 -0.55 0.508
O 2.555818 0.009942 1.345066 1.22 1.47 -1.91 -0.962
H 3.196672 0.725695 1.062031 -0.62 -0.89 1.24 0.470
H 2.404436 -0.274466 0.404506 -0.07 -0.78 0.79 0.499
O -2.225951 -0.295826 -1.589355 0.34 0.88 -0.58 -1.001
H -2.362451 -1.014989 -2.197135 -0.34 -0.56 0.23 0.476
H -2.527505 -0.459651 -0.685689 -0.10 -0.22 0.13 0.512
O 0.216981 0.697375 -2.071117 0.60 1.25 -1.12 -0.981
H 0.714852 1.343830 -2.624839 -0.60 -0.58 0.64 0.487
H -0.722152 0.808972 -2.292556 -0.10 -0.43 0.39 0.531
```
Forces are in eV/Å.

The calculation puts the orbital gap at 10.184 eV. Its SMILES is CC=O.O.O.O.O.O. As for the total energy: -14585.816 eV. Its energy relative to the best compared isomer or geometry (same formula, charge and spin) is 0.186 eV. The LUMO energy comes out at 0.275 eV. For the HOMO energy, the calculation gives -9.91 eV.

---

Entry 3:
ORCA calculation (wB97M-V/def2-TZVPD) on C2H14Si4 as an isolated structure at a distorted geometry.

```
20
Properties=species:S:1:pos:R:3:forces:R:3:nbo_charge:R:1
C -1.170087 1.126127 -1.621769 3.08 -2.33 0.53 -1.047
C 1.388234 1.208607 1.544256 -0.17 -0.34 -0.13 -1.071
Si -3.166469 -0.816525 0.684661 1.92 1.69 1.74 0.410
Si 2.841592 -0.611808 -0.558080 -1.34 -1.67 -3.61 0.393
Si -1.093143 -0.443791 -0.527541 -2.72 1.12 -0.60 0.472
Si 0.853034 -0.385993 0.571248 1.30 -1.23 3.24 0.434
H -2.003843 1.489793 -2.049738 -3.50 1.13 -0.73 0.236
H -0.581865 1.943121 -1.241942 0.38 0.27 0.07 0.230
H -0.699975 0.673514 -2.509265 0.62 0.51 0.08 0.237
H 2.381698 1.107895 1.936580 1.22 -0.51 -0.61 0.239
H 1.392490 2.136251 0.964014 -0.24 -0.22 -0.08 0.241
H 0.993090 1.391559 2.513513 -1.61 0.27 0.62 0.245
H -2.766766 -1.963315 1.524565 -0.01 0.08 0.47 -0.144
H -4.293301 -1.374794 0.038898 -1.08 -0.06 -1.02 -0.136
H -3.505160 0.501911 1.565718 0.21 -1.63 -0.98 -0.122
H 3.633249 0.478037 -1.083068 0.21 0.80 0.28 -0.121
H 3.629369 -1.628594 0.001910 1.10 -0.83 1.12 -0.133
H 2.553172 -1.417563 -1.978554 0.10 1.03 1.59 -0.142
H -1.167105 -1.567304 -1.453345 0.35 -0.50 -0.26 -0.124
H 0.781779 -1.847129 1.677945 0.20 2.41 -1.71 -0.097
```
Forces are in eV/Å.

The calculation puts the orbital gap at 9.749 eV. As for the total energy: -33807.997 eV. Its energy relative to the best compared isomer or geometry (same formula, charge and spin) is 0.743 eV. The LUMO energy comes out at 0.297 eV. For the HOMO energy, the calculation gives -9.45 eV.